Entry 1:
# C14H18ClF3N2O4S

One molecule with the formula C14H18ClF3N2O4S (ωB97M-V with the def2-TZVPD basis set, the Open Molecules 2025 dataset).

## Properties
* molar mass: 402.8 g mol⁻¹
* gap between HOMO and LUMO: 0.3642 Eh
* largest force on an atom: 1.1 eV/A
* ΔE to the lowest compared entry with this formula, charge and spin: 2.6 kcal/mol

```
! RIJCOSX wB97M-V def2-TZVPD def2/J DEFGRID3
* xyz 0 1
C -2.855 -2.046 2.664
H -2.949 -1.622 3.661
O -3.229 -1.038 1.760
C -3.140 -1.449 0.410
C -3.674 -0.329 -0.482
H -3.370 0.627 -0.050
H -4.763 -0.360 -0.485
C -3.130 -0.420 -1.916
N -2.015 0.480 -2.136
C -0.752 0.166 -1.816
O -0.394 -0.938 -1.442
C 0.250 1.312 -1.995
N 0.831 1.763 -0.742
S -0.255 2.036 0.523
O -1.500 2.359 -0.111
O 0.319 2.992 1.414
C -0.382 0.472 1.419
H -0.201 -0.351 0.741
H 0.356 0.498 2.209
H -1.387 0.410 1.823
C 2.097 1.300 -0.351
C 2.445 -0.043 -0.430
C 3.697 -0.463 -0.001
C 4.611 0.442 0.519
C 4.279 1.783 0.578
C 3.038 2.219 0.132
Cl 2.673 3.887 0.130
H 4.986 2.505 0.952
H 5.577 0.104 0.861
C 4.017 -1.929 -0.095
F 5.264 -2.225 0.295
F 3.196 -2.672 0.672
F 3.887 -2.401 -1.346
H 1.737 -0.757 -0.830
H -0.239 2.175 -2.453
H 1.062 0.972 -2.642
H -2.249 1.461 -2.165
H -3.905 -0.156 -2.638
H -2.781 -1.433 -2.127
H -2.094 -1.673 0.155
H -3.726 -2.369 0.261
H -1.819 -2.367 2.497
H -3.511 -2.920 2.576
*
```

---

Entry 2:
# C14H18ClN4O8PtS2

C14H18ClN4O8PtS2 as an isolated structure (ωB97M-V with the def2-TZVPD basis set, the Open Molecules 2025 dataset).

## Properties
* molar mass: 665.0 g mol⁻¹
* gap between HOMO and LUMO: 0.3174 Eh
* largest force on an atom: 0.2 eV/A
* ΔE to the lowest compared entry with this formula, charge and spin: 0.0 kcal/mol

```
! RIJCOSX wB97M-V def2-TZVPD def2/J DEFGRID3
* xyz -1 1
Pt 0.052 0.599 -0.556
O -1.108 -0.047 -2.106
S -0.533 0.814 -3.239
O -1.516 1.210 -4.191
O 0.680 0.226 -3.761
C 0.024 2.149 -2.159
C 1.327 2.646 -2.442
C 1.871 3.639 -1.684
C 1.134 4.188 -0.619
C -0.131 3.753 -0.352
C -0.748 2.712 -1.103
S -2.570 2.507 -0.743
O -2.877 3.766 -0.093
O -3.180 2.297 -2.027
O -2.630 1.372 0.173
H 1.868 2.186 -3.257
H 2.870 3.998 -1.895
H 1.570 4.968 -0.008
H -0.726 4.214 0.422
Cl -0.587 0.706 3.586
C -0.359 2.039 2.388
C 1.086 1.982 1.884
O 1.949 2.584 2.491
O 1.346 1.248 0.835
H -0.519 2.966 2.929
H -1.121 1.896 1.625
C 1.120 -1.554 1.310
N 1.093 -2.940 1.745
C -0.269 -3.268 2.176
N -1.240 -3.106 1.092
C -1.222 -1.721 0.657
N 0.155 -1.334 0.187
C 0.536 -2.261 -0.936
N 0.512 -3.644 -0.499
C 1.442 -3.803 0.618
C -0.839 -3.960 -0.025
H 2.112 -1.275 0.960
H 0.839 -0.902 2.132
H -0.546 -2.612 3.003
H -0.291 -4.304 2.519
H -1.495 -1.059 1.476
H -1.910 -1.560 -0.173
H 1.534 -1.981 -1.273
H -0.166 -2.101 -1.750
H 2.450 -3.556 0.280
H 1.424 -4.843 0.949
H -0.864 -5.003 0.299
H -1.544 -3.827 -0.847
*
```